The following is a quantum chemistry calculation of the ion C5H8NS with charge +1, from the OMol25 dataset.

Structure (XYZ):
```
15
Properties=species:S:1:pos:R:3
C -1.15 0.05 1.25
C -1.38 -0.78 -0.85
C -0.26 -0.49 0.11
C 0.82 -1.56 0.07
C -0.15 2.05 0.18
N -0.15 0.74 0.73
S -2.74 -0.10 -0.17
H -1.39 -0.25 2.25
H -1.19 -1.42 -1.73
H 1.65 -1.13 -0.46
H 0.39 -2.33 -0.49
H 1.00 -1.77 1.11
H -0.90 2.30 -0.58
H 0.90 2.17 -0.32
H -0.15 2.73 0.94
```

Results
**Gap between HOMO and LUMO**: 0.328 Ha
**Relative energy (zero: lowest compared OMol25 entry of this formula, charge and spin)**: 3.876 eV
**Total charge**: +1
**Total energy**: -17629.05520 eV
**F_max**: 0.0903 hartree/bohr
**HOMO level**: -0.55260 Ha

***

The following is a quantum chemistry calculation of the molecule C5H8O, from the OMol25 dataset.

Structure (XYZ):
```
14
Properties=species:S:1:pos:R:3
C 2.29 -1.92 0.17
C 1.72 -0.75 0.15
C 1.02 0.34 0.23
C -0.42 0.26 0.70
O -1.23 1.35 0.36
C -1.99 1.20 -0.82
H 2.69 -2.32 1.10
H 2.38 -2.54 -0.72
H 1.45 1.33 0.10
H -0.41 0.22 1.79
H -0.87 -0.68 0.33
H -1.43 1.47 -1.73
H -2.36 0.18 -0.93
H -2.84 1.87 -0.73
```

Results
**Gap between HOMO and LUMO**: 0.390 Ha
**Relative energy (zero: lowest compared OMol25 entry of this formula, charge and spin)**: 2.625 eV
**Total energy**: -7359.63012 eV
**SMILES**: C=C=CCOC
**F_max**: 0.0065 hartree/bohr
**HOMO level**: -0.35161 Ha

***

| no. | E_LUMO (eV) |
| --- | --- |
| 1 | -6.122 |
| 2 | 1.047 |